[1]
61
Properties=species:S:1:pos:R:3:lowdin_charge:R:1 method="wB97M-V/def2-TZVPD" charge=-1 fmax_ha_per_bohr=0.0522
C -0.75 -1.13 0.70 -0.267
C -0.53 -1.60 -0.90 -0.368
C 0.76 -0.73 -1.44 -0.343
C 0.86 -0.60 -3.07 -0.553
Br 2.21 0.88 -3.43 0.461
H -1.42 -0.16 0.72 -0.036
H 0.33 -0.83 1.04 -0.061
H -0.35 -2.77 -0.88 0.058
H -1.54 -1.37 -1.43 0.082
H 1.77 -1.21 -1.02 0.114
H 0.71 0.37 -1.00 0.081
H -0.17 -0.26 -3.56 0.084
H 1.27 -1.55 -3.62 0.046
C -3.18 -0.03 3.74 -0.726
O -3.04 -0.40 2.58 -0.002
N -4.17 0.79 4.12 0.139
N -2.35 -0.40 4.73 0.140
H -4.30 1.11 5.07 0.087
H -4.82 1.10 3.41 0.081
H -1.58 -1.02 4.48 0.106
H -2.44 -0.10 5.68 0.083
C -1.90 -6.15 0.27 -0.738
O -1.74 -7.28 -0.17 -0.013
N -0.90 -5.26 0.37 0.165
N -3.10 -5.70 0.68 0.145
H -1.01 -4.33 0.73 0.062
H 0.02 -5.56 0.07 0.100
H -3.88 -6.34 0.62 0.101
H -3.25 -4.77 1.05 0.098
C -4.15 3.97 1.88 -0.708
O -4.80 3.18 2.55 0.008
N -4.65 5.14 1.45 0.139
N -2.87 3.75 1.53 0.176
H -4.13 5.81 0.90 0.091
H -5.61 5.35 1.70 0.104
H -2.46 2.88 1.83 0.119
H -2.32 4.38 0.98 0.065
C 2.82 -4.76 -2.32 -0.727
O 3.00 -5.25 -1.21 0.019
N 1.78 -5.10 -3.10 0.155
N 3.64 -3.84 -2.85 0.148
H 1.62 -4.71 -4.02 0.093
H 1.14 -5.79 -2.74 0.112
H 4.43 -3.56 -2.29 0.110
H 3.51 -3.43 -3.75 0.091
C 0.24 4.22 -0.83 -0.706
O -0.82 3.63 -0.67 0.028
N 1.32 3.64 -1.37 0.151
N 0.41 5.51 -0.49 0.145
H 2.20 4.11 -1.51 0.089
H 1.24 2.67 -1.64 0.018
H -0.39 5.99 -0.08 0.102
H 1.27 6.01 -0.61 0.096
C 5.34 2.95 0.09 -0.726
O 5.51 3.55 1.14 0.014
N 6.33 2.69 -0.78 0.143
N 4.13 2.48 -0.29 0.158
H 6.21 2.20 -1.65 0.096
H 7.25 3.03 -0.53 0.108
H 3.36 2.65 0.34 0.110
H 3.97 1.98 -1.15 0.051

=====

[2]
24
Properties=species:S:1:pos:R:3:lowdin_charge:R:1 method="wB97M-V/def2-TZVPD" smiles=C[C@@H](C(N)N)[C@@](C)(N)O relative_energy_kcal_mol=19.90 fmax_ha_per_bohr=0.0570
C -0.66 1.88 -0.22 -0.061
C -0.01 0.49 -0.38 -0.248
C 1.49 0.63 0.02 -0.469
N 2.22 -0.56 0.34 0.030
N 2.27 1.12 -1.10 0.017
C -0.81 -0.61 0.37 -0.627
C -2.30 -0.60 0.04 -0.032
N -0.29 -1.94 0.05 0.058
O -0.67 -0.46 1.76 0.001
H -0.08 2.66 -0.73 0.081
H -1.67 1.91 -0.65 0.069
H -0.74 2.16 0.83 0.088
H -0.06 0.25 -1.46 0.140
H 1.59 1.35 0.85 0.143
H 1.65 -1.36 0.06 0.044
H 2.21 -0.65 1.36 0.073
H 2.30 0.35 -1.77 0.068
H 3.23 1.16 -0.76 0.071
H -2.80 0.28 0.47 0.082
H -2.48 -0.62 -1.04 0.090
H -2.82 -1.46 0.49 0.084
H -0.28 -2.04 -0.97 0.101
H -0.95 -2.65 0.36 0.091
H -0.35 -1.33 2.06 0.104

=====

[3]
18
Properties=species:S:1:pos:R:3:lowdin_charge:R:1 method="wB97M-V/def2-TZVPD" smiles=NCCN.O.O relative_energy_kcal_mol=0.00 fmax_ha_per_bohr=0.0297
N 0.22 -1.98 -0.92 -0.003
C 0.66 -0.60 -1.07 -0.302
C -0.56 0.31 -1.08 -0.279
N -0.17 1.71 -0.88 -0.023
H -0.15 -2.08 0.02 0.035
H 0.99 -2.62 -0.99 0.056
H 1.20 -0.50 -2.01 0.107
H 1.34 -0.27 -0.27 0.105
H -1.08 0.15 -2.02 0.110
H -1.24 -0.01 -0.29 0.103
H 0.56 1.95 -1.53 0.081
H -0.95 2.32 -1.11 0.083
O -0.69 -1.28 1.99 -0.050
H -0.42 -1.68 2.80 0.018
H -0.34 -0.39 2.03 -0.017
O 0.30 1.30 1.90 -0.074
H 0.20 1.60 0.97 0.001
H 0.13 2.07 2.45 0.047

=====

[4]
100
Properties=species:S:1:pos:R:3:lowdin_charge:R:1 method="wB97M-V/def2-TZVPD" charge=-2 fmax_ha_per_bohr=0.0299
Li 1.89 0.75 0.53 0.478
C -0.21 0.40 3.81 -0.103
C 1.28 0.26 3.88 -0.639
N 2.06 0.21 2.84 0.078
C 3.38 0.12 3.21 -0.339
C 3.57 0.09 4.56 -0.368
S 2.09 0.18 5.37 1.054
C 4.40 0.07 2.17 -0.340
C 5.74 -0.10 2.30 -0.351
S 6.45 -0.21 0.72 1.028
C 4.90 0.01 0.03 -0.642
N 3.93 0.14 0.88 0.052
C 4.65 0.01 -1.46 -0.059
H -0.53 0.74 2.81 0.005
H -0.55 1.11 4.57 0.078
H -0.70 -0.54 4.05 0.048
H 4.52 0.04 5.08 0.062
H 6.29 -0.18 3.21 0.062
H 5.60 -0.04 -2.00 0.068
H 4.11 0.89 -1.77 0.065
H 4.04 -0.84 -1.70 0.050
F 1.67 3.21 3.07 0.015
C 1.88 3.75 1.81 -0.263
C 2.19 2.97 0.74 0.007
C 2.36 3.64 -0.45 -0.272
F 2.71 2.98 -1.59 0.024
C 2.19 5.00 -0.59 -0.169
F 2.33 5.64 -1.77 0.072
C 1.87 5.75 0.53 -0.158
F 1.69 7.08 0.44 0.074
C 1.69 5.12 1.74 -0.182
F 1.39 5.84 2.83 0.077
C 3.51 -4.77 -1.58 -0.180
C 2.28 -4.40 -0.76 -0.449
P 2.53 -2.84 0.17 0.998
C 3.40 -3.32 1.76 -0.406
C 3.35 -4.75 2.28 -0.170
C 0.81 -2.53 0.81 -0.396
C 0.14 -3.48 1.82 -0.142
H 3.33 -5.63 -2.24 0.058
H 4.36 -4.99 -0.93 0.050
H 3.78 -3.90 -2.20 0.058
H 1.98 -5.24 -0.13 0.063
H 1.47 -4.14 -1.43 0.059
H 2.95 -2.66 2.51 0.055
H 4.45 -3.00 1.66 0.055
H 2.33 -5.08 2.52 0.055
H 3.94 -4.84 3.19 0.053
H 3.77 -5.44 1.55 0.051
H 0.16 -2.39 -0.06 0.071
H 0.85 -1.53 1.24 0.035
H 0.13 -4.51 1.47 0.051
H -0.91 -3.20 1.94 0.055
H 0.63 -3.44 2.80 0.057
C -0.43 -1.64 -6.52 -0.043
C -1.40 -1.11 -5.51 -0.198
C -2.77 -1.18 -5.68 -0.095
C -3.58 -0.66 -4.69 -0.662
Cl -5.30 -0.63 -4.99 0.623
C -3.08 -0.14 -3.52 -0.073
C -1.71 -0.06 -3.34 0.016
C -0.89 -0.46 -4.37 -0.222
O 0.45 -0.23 -4.41 -0.047
C 1.05 0.39 -3.28 -0.091
C 1.16 -0.59 -2.08 -0.713
O 1.05 -1.78 -2.32 0.009
O 1.39 -0.02 -0.99 -0.177
H -0.92 -2.12 -7.37 0.069
H 0.20 -2.40 -6.05 0.085
H 0.22 -0.84 -6.86 0.080
H -3.18 -1.64 -6.57 0.101
H -3.73 0.20 -2.72 0.091
H -1.31 0.35 -2.43 0.065
H 0.54 1.32 -3.01 0.126
H 2.04 0.67 -3.60 0.122
S -3.46 -0.76 2.70 0.101
P -3.22 0.72 1.36 -0.021
S -1.53 0.97 0.40 0.263
C -4.56 0.48 0.10 -0.402
C -5.00 1.58 -0.65 -0.107
C -5.99 1.44 -1.62 -0.106
C -6.54 0.18 -1.87 -0.147
C -6.08 -0.91 -1.13 -0.096
C -5.12 -0.75 -0.13 -0.120
C -3.76 2.29 2.15 -0.395
C -2.88 3.35 2.34 -0.093
C -3.32 4.52 2.94 -0.092
C -4.64 4.64 3.33 -0.116
C -5.52 3.59 3.14 -0.102
C -5.08 2.42 2.54 -0.119
H -4.56 2.56 -0.48 0.110
H -6.31 2.29 -2.21 0.096
H -7.32 0.04 -2.60 0.081
H -6.45 -1.90 -1.34 0.090
H -4.79 -1.63 0.42 0.064
H -1.84 3.25 2.02 0.075
H -2.64 5.33 3.08 0.091
H -4.98 5.56 3.78 0.084
H -6.57 3.67 3.43 0.093
H -5.79 1.61 2.33 0.110

=====

| no. | Kohn-Sham gap (eV) |
| --- | --- |
| 1 | 3.4 |
| 2 | 9.2 |
| 3 | 9.9 |
| 4 | 6.2 |